(w)
{"formula": "C3H9NOS", "method": "wB97M-V/def2-TZVPD", "homo_energy_ha": -0.2888, "homo_lumo_gap_ev": 8.5, "smiles": "C=[S@](C)(=O)NC", "charge": 0, "symbols": ["C", "S", "C", "O", "N", "C", "H", "H", "H", "H", "H", "H", "H", "H", "H"], "positions_angstrom": [[-0.892, -1.923, 0.682], [-0.266, -0.384, 0.800], [1.621, -0.090, 0.797], [-0.628, 0.443, 1.867], [-0.523, 0.208, -0.701], [-0.494, 1.505, -1.365], [-1.395, -2.262, 1.571], [-0.893, -2.362, -0.329], [2.093, -0.966, 0.492], [1.768, 0.752, 0.148], [1.818, 0.196, 1.828], [-0.848, -0.512, -1.345], [0.303, 1.519, -2.177], [-1.566, 1.656, -1.644], [-0.098, 2.218, -0.625]], "nbo_charge": [-1.11, 2.02, -0.81, -0.95, -0.92, -0.42, 0.26, 0.23, 0.22, 0.21, 0.23, 0.40, 0.20, 0.22, 0.22]}



(x)
{"formula": "C3H9NOS", "method": "wB97M-V/def2-TZVPD", "homo_energy_ha": -0.3142, "homo_lumo_gap_ev": 9.4, "smiles": "NCC=O.CS", "charge": 0, "symbols": ["N", "C", "C", "O", "H", "H", "H", "H", "H", "C", "S", "H", "H", "H", "H"], "positions_angstrom": [[-0.429, -1.092, -1.222], [-0.018, -1.291, 0.170], [1.441, -1.033, 0.415], [2.150, -0.482, -0.387], [-0.475, -1.973, -1.712], [0.214, -0.472, -1.701], [-0.395, -2.227, 0.580], [-0.462, -0.487, 0.767], [1.840, -1.339, 1.402], [-0.260, 2.177, 0.400], [-1.974, 1.219, 0.395], [0.458, 1.577, 0.955], [0.027, 2.384, -0.623], [-0.536, 3.063, 0.958], [-1.581, -0.024, -0.396]], "nbo_charge": [-0.83, -0.37, 0.43, -0.54, 0.38, 0.39, 0.22, 0.25, 0.12, -0.66, -0.22, 0.20, 0.22, 0.22, 0.20]}



(y)
{"formula": "C3H9NOS", "method": "wB97M-V/def2-TZVPD", "homo_energy_ha": [-0.3216, -0.3215], "homo_lumo_gap_ev": [7.0, 7.0], "charge": 0, "symbols": ["C", "C", "C", "N", "O", "S", "H", "H", "H", "H", "H", "H", "H", "H", "H"], "positions_angstrom": [[2.502, 0.246, -0.500], [-1.860, -1.107, 0.806], [1.503, 0.830, 0.093], [-1.149, 0.843, -0.691], [-4.543, -0.346, -0.664], [-2.285, 0.632, 0.339], [-4.561, -0.891, 0.091], [2.969, 0.848, -1.274], [2.765, -0.806, -0.526], [-2.124, -1.278, 1.789], [-2.317, -1.777, 0.002], [-0.820, -1.140, 0.562], [1.119, 1.830, 0.208], [0.997, 0.249, 0.757], [-1.061, 1.789, -1.062]], "nbo_charge": [-0.38, -0.77, -0.37, -0.89, -0.96, 1.07, 0.41, 0.18, 0.20, 0.23, 0.28, 0.25, 0.20, 0.16, 0.38]}



Relative energy table, unit kcal/mol: (w) 55.6; (x) 0.0; (y) 99.4



(w)
{"formula": "C3H9NOS", "method": "wB97M-V/def2-TZVPD", "homo_energy_ha": -0.3265, "homo_lumo_gap_ev": 9.5, "smiles": "N[C@@H](CO)CS", "charge": 0, "symbols": ["N", "C", "C", "O", "C", "S", "H", "H", "H", "H", "H", "H", "H", "H", "H"], "positions_angstrom": [[0.751, 1.082, -0.769], [0.154, 0.087, 0.271], [-1.377, 0.019, 0.087], [-1.898, 1.227, -0.325], [0.813, -1.207, 0.292], [2.535, -1.208, 0.914], [0.883, 0.712, -1.741], [0.018, 1.785, -0.964], [0.252, 0.675, 1.161], [-1.507, -0.850, -0.556], [-1.918, -0.261, 1.049], [-2.777, 1.409, 0.104], [0.400, -2.036, 0.918], [0.921, -1.436, -0.718], [2.752, 0.002, 0.277]], "nbo_charge": [-0.86, -0.10, -0.05, -0.73, -0.52, -0.07, 0.35, 0.38, 0.20, 0.15, 0.16, 0.49, 0.24, 0.21, 0.15]}



(x)
{"formula": "C3H9NOS", "method": "wB97M-V/def2-TZVPD", "homo_energy_ha": -0.3157, "homo_lumo_gap_ev": 9.3, "smiles": "N[C@H](CO)CS", "charge": 0, "symbols": ["N", "C", "C", "O", "C", "S", "H", "H", "H", "H", "H", "H", "H", "H", "H"], "positions_angstrom": [[0.611, 0.397, 1.254], [0.413, -0.203, -0.012], [1.457, 0.475, -1.049], [2.652, 0.570, -0.388], [-0.931, -0.063, -0.690], [-2.230, -0.632, 0.428], [0.900, 1.376, 1.108], [1.278, -0.038, 1.802], [0.847, -1.304, 0.040], [1.158, 1.504, -1.283], [1.465, 0.123, -2.094], [3.083, -0.294, -0.502], [-1.193, -0.608, -1.691], [-1.249, 0.950, -1.011], [-1.729, -0.184, 1.608]], "nbo_charge": [-0.83, -0.08, -0.09, -0.71, -0.56, -0.08, 0.37, 0.37, 0.19, 0.16, 0.17, 0.47, 0.25, 0.22, 0.15]}



Relative energy table, unit kcal/mol: (w) 0.0; (x) 3.8



(w)
{"formula": "C4H7ClN2", "method": "wB97M-V/def2-TZVPD", "homo_energy_ha": -0.2535, "homo_lumo_gap_ev": 7.9, "charge": 0, "symbols": ["C", "C", "C", "C", "N", "N", "Cl", "H", "H", "H", "H", "H", "H", "H"], "positions_angstrom": [[0.429, 1.552, -1.051], [0.960, 0.053, 0.851], [-1.378, -0.308, 0.944], [-0.002, -1.261, -0.815], [1.216, 1.156, -0.155], [-0.241, -0.676, 0.331], [-2.772, -1.036, 0.512], [0.868, 2.304, -1.646], [1.830, -0.618, 0.819], [0.783, 0.469, 1.826], [-1.270, 0.326, 1.875], [-0.649, 1.334, -1.045], [0.929, -1.335, -1.254], [-0.704, -1.961, -1.191]], "nbo_charge": [-0.04, -0.06, -0.27, -0.38, -0.42, -0.26, 0.05, 0.18, 0.22, 0.22, 0.21, 0.17, 0.20, 0.20]}



(x)
{"formula": "C4H7ClN2", "method": "wB97M-V/def2-TZVPD", "homo_energy_ha": -0.2945, "homo_lumo_gap_ev": 7.6, "charge": 0, "symbols": ["C", "C", "C", "C", "N", "N", "Cl", "H", "H", "H", "H", "H", "H", "H"], "positions_angstrom": [[-1.097, -0.367, -0.502], [-0.717, 1.009, 0.049], [-0.286, -1.369, 0.323], [0.841, 1.133, 0.144], [1.155, -1.149, -0.024], [1.494, 0.010, 0.103], [3.385, 0.138, -0.032], [-2.142, -0.476, -0.270], [-0.602, -0.451, -1.523], [-1.072, 1.676, -0.744], [-1.339, 1.298, 0.956], [-0.452, -1.246, 1.356], [-0.400, -2.352, -0.004], [1.232, 2.145, 0.169]], "nbo_charge": [-0.43, -0.43, -0.24, -0.14, -0.31, 0.04, 0.00, 0.23, 0.22, 0.22, 0.21, 0.19, 0.21, 0.23]}



Relative energy table, unit kcal/mol: (w) 0.0; (x) 3.4



(w)
{"formula": "C4H3NO2S", "method": "wB97M-V/def2-TZVPD", "homo_energy_ha": -0.3662, "homo_lumo_gap_ev": 9.9, "smiles": "O=C(O)c1cnsc1", "charge": 0, "symbols": ["O", "C", "O", "C", "C", "N", "S", "C", "H", "H", "H"], "positions_angstrom": [[2.359, 0.269, -1.194], [1.218, 0.700, -1.208], [0.567, 1.478, -2.137], [0.228, 0.330, -0.089], [0.698, -0.859, 0.718], [-0.230, -1.326, 1.558], [-1.718, -0.645, 1.220], [-1.052, 0.548, 0.245], [-0.498, 1.610, -1.974], [1.577, -1.363, 0.658], [-1.943, 1.072, -0.461]], "nbo_charge": [-0.54, 0.81, -0.69, -0.28, 0.07, -0.58, 0.67, -0.43, 0.51, 0.22, 0.24]}



(x)
{"formula": "C4H3NO2S", "method": "wB97M-V/def2-TZVPD", "homo_energy_ha": -0.3203, "homo_lumo_gap_ev": 7.8, "smiles": "Oc1cc(=S)cno1", "charge": 0, "symbols": ["O", "C", "C", "C", "S", "C", "N", "O", "H", "H", "H"], "positions_angstrom": [[2.114, -1.280, -0.069], [0.982, -0.532, -0.117], [-0.199, -1.024, 0.126], [-1.264, -0.075, 0.015], [-2.885, -0.552, -0.218], [-0.962, 1.362, 0.070], [0.242, 1.767, -0.070], [1.260, 0.758, -0.325], [2.807, -0.608, -0.319], [-0.505, -2.049, 0.449], [-1.591, 2.231, 0.457]], "nbo_charge": [-0.63, 0.65, -0.43, -0.13, -0.07, 0.00, -0.06, -0.37, 0.50, 0.27, 0.26]}



Relative energy table, unit kcal/mol: (w) 0.0; (x) 26.9